#w
Entry from the Open Molecules 2025 dataset: a cluster of 2 separate species, C2H3NO2 in total (ωB97M-V/def2-TZVPD).

Values from the calculation:
- charge = 0
- spin multiplicity = 1
- HOMO level (hartree) = -0.374

Structure (XYZ):
```
8
C2H3NO2, DFT ωB97M-V/def2-TZVPD
C 1.0060 -0.3295 0.2222
O -2.5212 0.7717 -0.2644
O 1.0722 -0.2456 -1.1046
H 0.1741 0.0790 -1.3662
N -0.0501 0.0033 0.8398
C -1.5719 0.5347 -0.8425
H 1.9299 -0.7006 0.6729
H -0.0389 -0.1131 1.8428
```

Now the Mulliken charges, all in e: atom 1 (C): 0.19, atom 2 (O): -0.15, atom 3 (O): -0.46, atom 4 (H): 0.36, atom 5 (N): -0.53, atom 6 (C): 0.04, atom 7 (H): 0.37, atom 8 (H): 0.19


#x
Entry from the Open Molecules 2025 dataset: the molecule C2H3NO2 (ωB97M-V/def2-TZVPD).

Values from the calculation:
- charge = 0
- spin multiplicity = 1
- HOMO level (spin up / spin down) (hartree) = -0.355 / -0.345

Structure (XYZ):
```
8
C2H3NO2, DFT ωB97M-V/def2-TZVPD
H -0.5419 1.6021 0.4823
C 0.0432 0.7021 0.6626
O -0.7414 -0.8921 -1.0839
N 0.9715 0.3954 -0.2955
H 0.2940 -1.5280 0.5973
O -0.2474 -0.0439 -2.0275
C 0.0808 -0.6873 -0.0511
H 0.1413 0.4517 1.7157
```

Now the Mulliken charges, all in e: atom 1 (H): 0.27, atom 2 (C): -0.41, atom 3 (O): -0.09, atom 4 (N): -0.37, atom 5 (H): 0.37, atom 6 (O): -0.25, atom 7 (C): 0.20, atom 8 (H): 0.27


Stability, lowest: #x


#w
Entry from the Open Molecules 2025 dataset: the molecule C2H3NO2 (ωB97M-V/def2-TZVPD).

Values from the calculation:
- charge = 0
- spin multiplicity = 1
- HOMO level (hartree) = -0.386

Structure (XYZ):
```
8
C2H3NO2, DFT ωB97M-V/def2-TZVPD
O -0.5153 -0.2707 -0.2000
H -1.5151 1.4544 0.0049
C -1.6080 0.3833 -0.0669
C 1.6670 -0.3316 0.0005
H 2.7311 0.1181 0.2971
O -2.6252 -0.3823 0.0607
H 1.2445 -1.4760 -0.0517
N 0.6210 0.5047 -0.0446
```

Now the Mulliken charges, all in e: atom 1 (O): -0.06, atom 2 (H): 0.38, atom 3 (C): 0.32, atom 4 (C): -0.24, atom 5 (H): 0.27, atom 6 (O): -0.56, atom 7 (H): 0.30, atom 8 (N): -0.42


#x
Entry from the Open Molecules 2025 dataset: the molecule C2H3NO2 (ωB97M-V/def2-TZVPD).

Values from the calculation:
- charge = 0
- spin multiplicity = 1
- HOMO level (hartree) = -0.289

Structure (XYZ):
```
8
C2H3NO2, DFT ωB97M-V/def2-TZVPD
H -2.2091 0.3634 -0.2134
C 0.7067 -0.5187 0.4541
O -1.3791 -1.4582 -0.0950
C -0.2218 0.3963 -0.0671
N -1.3792 -0.2202 -0.0065
H 2.0531 -1.6602 0.3657
O 1.6736 -1.0023 -0.2375
H 0.0332 1.3667 -0.1302
```

Now the Mulliken charges, all in e: atom 1 (H): 0.23, atom 2 (C): -0.30, atom 3 (O): -0.61, atom 4 (C): -0.06, atom 5 (N): 0.20, atom 6 (H): 0.45, atom 7 (O): -0.34, atom 8 (H): 0.42


#y
Entry from the Open Molecules 2025 dataset: the molecule C2H3NO2 (ωB97M-V/def2-TZVPD).

Values from the calculation:
- charge = 0
- spin multiplicity = 1
- HOMO level (hartree) = -0.347

Structure (XYZ):
```
8
C2H3NO2, DFT ωB97M-V/def2-TZVPD
C -0.3859 -0.3002 -0.2913
H 1.8118 0.1683 -1.2448
O 2.3715 -0.1882 0.6898
C 1.6372 0.1896 -0.1630
O 0.3723 0.7360 0.1306
H -2.2234 -0.9719 -0.0340
N -1.6144 -0.1976 0.1706
H -1.9692 0.5639 0.7421
```

Now the Mulliken charges, all in e: atom 1 (C): -0.47, atom 2 (H): 0.34, atom 3 (O): -0.43, atom 4 (C): 0.39, atom 5 (O): -0.21, atom 6 (H): 0.28, atom 7 (N): -0.11, atom 8 (H): 0.21


Stability, lowest: #x


#w
Entry from the Open Molecules 2025 dataset: the molecule C2H3NO2 (ωB97M-V/def2-TZVPD).

Values from the calculation:
- charge = 0
- spin multiplicity = 1
- HOMO level (hartree) = -0.364

Structure (XYZ):
```
8
C2H3NO2, DFT ωB97M-V/def2-TZVPD
H -2.7064 -0.7437 0.0571
H -0.5216 -1.1559 0.2615
N -2.0146 0.0842 -0.0822
O 0.0395 0.7794 -0.2343
C -0.8224 -0.2159 -0.0204
C 1.7174 0.4630 -0.0406
O 2.0511 -0.6497 -0.0147
H 2.2570 1.4386 0.0737
```

Now the Mulliken charges, all in e: atom 1 (H): 0.25, atom 2 (H): 0.33, atom 3 (N): -0.55, atom 4 (O): -0.49, atom 5 (C): 0.18, atom 6 (C): 0.27, atom 7 (O): -0.32, atom 8 (H): 0.34


#x
Entry from the Open Molecules 2025 dataset: the molecule C2H3NO2 (ωB97M-V/def2-TZVPD).

Values from the calculation:
- charge = 0
- spin multiplicity = 1
- HOMO level (spin up / spin down) (hartree) = -0.374 / -0.332

Structure (XYZ):
```
8
C2H3NO2, DFT ωB97M-V/def2-TZVPD
O -1.4600 -0.6976 -0.7899
O 2.0107 -0.1997 -0.1975
H 0.9727 -1.5676 -1.2419
N 0.9235 -0.6525 -0.5900
C -0.5602 0.7588 0.7530
C -0.4791 -0.1529 -0.2905
H -1.5039 0.9744 1.1605
H 0.0963 1.5371 1.1963
```

Now the Mulliken charges, all in e: atom 1 (O): -0.53, atom 2 (O): -0.43, atom 3 (H): 0.29, atom 4 (N): 0.10, atom 5 (C): -0.66, atom 6 (C): 0.60, atom 7 (H): 0.34, atom 8 (H): 0.29


Stability, lowest: #x


#w
Entry from the Open Molecules 2025 dataset: a cluster of 2 separate species, C2H3NO2 in total (ωB97M-V/def2-TZVPD).

Values from the calculation:
- charge = 0
- spin multiplicity = 1
- HOMO level (hartree) = -0.332

Structure (XYZ):
```
8
C2H3NO2, DFT ωB97M-V/def2-TZVPD
H -2.0934 0.5272 -0.2898
O -0.1978 -1.1620 1.0776
C -0.8205 -0.7386 0.2338
H 1.7812 -0.5061 0.9296
N 1.8883 0.0756 0.0130
O 0.9599 0.9231 -0.2274
H -0.3477 0.7344 -1.1476
C -1.1700 0.1463 -0.5891
```

Now the Mulliken charges, all in e: atom 1 (H): 0.28, atom 2 (O): -0.41, atom 3 (C): 0.58, atom 4 (H): 0.29, atom 5 (N): -0.08, atom 6 (O): -0.27, atom 7 (H): 0.41, atom 8 (C): -0.79


#x
Entry from the Open Molecules 2025 dataset: a cluster of 2 separate species, C2H3NO2 in total (ωB97M-V/def2-TZVPD).

Values from the calculation:
- charge = 0
- spin multiplicity = 1
- HOMO level (spin up / spin down) (hartree) = -0.273 / -0.293

Structure (XYZ):
```
8
C2H3NO2, DFT ωB97M-V/def2-TZVPD
C -0.1667 -0.0325 -1.2458
C 1.3465 -1.1540 0.4849
H -0.6080 0.2999 0.6310
O 0.0069 -0.3326 -2.4139
N -0.9071 0.5100 -0.2934
H -1.4303 1.2961 -0.4483
O 0.8144 -0.5560 1.3941
H 2.3795 -1.5366 0.5270
```

Now the Mulliken charges, all in e: atom 1 (C): 0.31, atom 2 (C): -0.02, atom 3 (H): 0.35, atom 4 (O): -0.39, atom 5 (N): -0.23, atom 6 (H): 0.22, atom 7 (O): -0.48, atom 8 (H): 0.24


#y
Entry from the Open Molecules 2025 dataset: the molecule C2H3NO2 (ωB97M-V/def2-TZVPD).

Values from the calculation:
- charge = 0
- spin multiplicity = 1
- HOMO level (hartree) = -0.384

Structure (XYZ):
```
8
C2H3NO2, DFT ωB97M-V/def2-TZVPD
C 1.2280 -0.0510 0.1281
O 1.6486 0.5088 -0.8546
O -2.3091 0.0484 -0.1128
C -1.1498 0.2068 -0.4087
H -0.7886 0.7308 -1.3041
H -0.3898 -0.7417 1.2290
H 1.8736 -0.4396 0.9359
N -0.1129 -0.2624 0.3870
```

Now the Mulliken charges, all in e: atom 1 (C): 0.13, atom 2 (O): -0.50, atom 3 (O): -0.51, atom 4 (C): 0.09, atom 5 (H): 0.33, atom 6 (H): 0.23, atom 7 (H): 0.33, atom 8 (N): -0.10


#z
Entry from the Open Molecules 2025 dataset: the molecule C2H3NO2 (ωB97M-V/def2-TZVPD).

Values from the calculation:
- charge = 0
- spin multiplicity = 1
- HOMO level (hartree) = -0.335

Structure (XYZ):
```
8
C2H3NO2, DFT ωB97M-V/def2-TZVPD
H 0.5379 1.0475 1.8692
N 0.0590 0.4686 1.1983
O -1.1623 -0.4546 -1.2890
C 0.6650 0.1698 0.0268
H -1.3010 -1.0975 -1.9910
O 1.7599 0.5659 -0.3418
C 0.0354 -0.8295 -0.8850
H -0.8617 0.1156 1.3951
```

Now the Mulliken charges, all in e: atom 1 (H): 0.23, atom 2 (N): -0.37, atom 3 (O): -0.32, atom 4 (C): 0.82, atom 5 (H): 0.47, atom 6 (O): -0.57, atom 7 (C): -0.46, atom 8 (H): 0.19


Stability, lowest: #w